(1)
Computed, not measured: C5H9NO2 in the gas phase at a distorted geometry, with wB97M-V/def2-TZVPD.

electronic energy = -401.043094 Eh
ΔE to the lowest compared entry with this formula, charge and spin = 3.637 eV
E_HOMO = -9.0 eV
structure (SMILES) = C/C=C(/C=N\O)OC
orbital gap = 9.79 eV
LUMO energy = 0.0300 Eh
charge = 0

The geometry in XYZ format:
```
17
Properties=species:S:1:pos:R:3:lowdin_charge:R:1
C 1.6209 -2.0638 -1.1933 -0.07
C 0.8607 -0.7725 -1.4169 -0.05
C 0.1711 -0.1176 -0.4572 -0.35
C -0.6514 1.0410 -0.8283 -0.11
N -1.5683 1.5779 -0.1117 0.01
O -1.9986 0.9852 1.0953 -0.06
O 0.1667 -0.5609 0.8136 -0.14
C 0.9686 0.2565 1.6458 -0.05
H 2.5985 -1.9925 -1.6531 0.07
H 1.1387 -2.9158 -1.6961 0.08
H 1.7226 -2.2457 -0.1164 0.08
H 0.7436 -0.3986 -2.4340 0.11
H -0.4265 1.5870 -1.7440 0.12
H -1.6373 0.0825 1.1895 0.08
H 0.6508 1.2976 1.6132 0.10
H 1.0670 -0.1679 2.6303 0.10
H 1.9570 0.2518 1.2213 0.09
```

(2)
Computed, not measured: C5H9NO2 in the gas phase at a distorted geometry, with wB97M-V/def2-TZVPD.

electronic energy = -400.826834 Eh
expectation value of S² = 2.014
ΔE to the lowest compared entry with this formula, charge and spin = 4.839 eV
E_HOMO (spin up / spin down) = -5.0 / -10.0 eV
orbital gap (spin up / spin down) = 5.88 / 7.75 eV
LUMO energy (spin up / spin down) = 0.0312 / -0.0841 Eh
charge = 0
multiplicity = 3

The geometry in XYZ format:
```
17
Properties=species:S:1:pos:R:3:lowdin_spin:R:1
C -2.4658 -1.7038 2.1751 0.47
C -1.8037 -1.2462 1.1662 0.47
C 0.3481 1.7230 -1.2698 0.01
C 2.1768 0.3325 -0.1993 0.01
C 0.7459 0.3515 -0.7298 0.02
N -1.1033 -0.9877 0.1470 0.27
O -1.2297 -1.4416 -0.9931 0.52
O -0.0926 0.0176 0.3652 0.13
H -3.3979 -1.2573 2.4903 0.05
H -2.1176 -2.5480 2.7546 0.05
H 0.2724 2.4310 -0.4474 0.00
H 1.0916 2.0824 -1.9755 0.00
H -0.6134 1.6683 -1.7759 0.00
H 2.4606 -0.6777 0.0970 0.00
H 2.2469 0.9851 0.6687 0.00
H 2.8667 0.6794 -0.9630 0.00
H 0.6150 -0.4086 -1.5102 0.00
```

(3)
Computed, not measured: a gas-phase ion, C5H9NO2 (charge +1) at a distorted geometry, with wB97M-V/def2-TZVPD.

electronic energy = -400.796125 Eh
expectation value of S² = 0.759
ΔE to the lowest compared entry with this formula, charge and spin = 2.310 eV
E_HOMO (spin up / spin down) = -13.6 / -13.6 eV
orbital gap (spin up / spin down) = 8.33 / 4.82 eV
LUMO energy (spin up / spin down) = -0.1949 / -0.3237 Eh
charge = +1
multiplicity = 2

The geometry in XYZ format:
```
17
Properties=species:S:1:pos:R:3:lowdin_spin:R:1
O 3.0092 -2.2754 -0.4949 0.00
C 1.9716 -1.8466 -0.0939 0.00
O 1.0526 -2.6403 0.4971 0.00
C 1.5032 -0.4107 -0.2205 0.00
C -0.0024 -0.2625 0.1413 0.01
C -0.5651 1.0275 -0.4205 0.09
C -2.6272 2.1302 0.4335 0.10
N -2.0057 1.1802 -0.0423 0.67
H 1.4049 -3.5337 0.6095 0.00
H 2.1075 0.2968 0.3378 0.00
H 1.5233 -0.2077 -1.2938 0.00
H -0.1124 -0.3375 1.2235 0.00
H -0.5136 -1.1319 -0.2612 0.00
H -0.5824 0.9569 -1.5032 0.00
H -0.0657 1.9138 -0.0431 0.03
H -2.4219 3.2035 0.4113 0.05
H -3.6759 1.9374 0.7193 0.04
```

(4)
Computed, not measured: 2 unconnected molecules or ions with the total composition C5H9NO2P at a distorted geometry, with wB97M-V/def2-TZVPD.

electronic energy = -742.049679 Eh
ΔE to the lowest compared entry with this formula, charge and spin = 4.094 eV
E_HOMO (spin up / spin down) = -11.6 / -12.3 eV
orbital gap (spin up / spin down) = 5.88 / 7.58 eV
LUMO energy (spin up / spin down) = -0.2114 / -0.1722 Eh
charge = +1

The geometry in XYZ format:
```
18
Properties=species:S:1:pos:R:3:lowdin_charge:R:1
C -2.1024 1.6671 -0.7624 0.03
C -0.1148 2.6333 1.2349 -0.06
C -1.0217 -0.4262 0.0743 -0.13
C 1.1846 2.2390 0.8689 -0.02
C 0.9903 -3.3438 -0.9563 -0.14
N -1.4894 0.6014 -0.3147 -0.04
O -1.2608 2.6696 0.9969 0.17
O 0.2506 -2.8655 0.1679 -0.49
P 0.3190 -1.3851 0.8395 0.93
H -1.5219 2.2745 -1.3540 0.07
H -3.1407 1.7967 -0.7211 0.09
H 2.0197 2.5554 1.4552 0.10
H 1.4031 2.5094 -0.2697 0.18
H 1.2638 1.1546 0.7777 0.03
H 1.3985 -4.3878 -0.9008 0.11
H 1.8184 -2.5909 -1.0750 0.08
H 0.4640 -3.2190 -1.9235 0.09
H -0.4604 -1.8826 1.8624 -0.01
```

(5)
Computed, not measured: 2 unconnected molecules or ions with the total composition C5H9NO2S at a distorted geometry, with wB97M-V/def2-TZVPD.

electronic energy = -799.248504 Eh
ΔE to the lowest compared entry with this formula, charge and spin = 3.002 eV
E_HOMO = -8.1 eV
orbital gap = 7.87 eV
LUMO energy = -0.0084 Eh
charge = 0

The geometry in XYZ format:
```
18
Properties=species:S:1:pos:R:3:lowdin_charge:R:1
C 3.9011 0.9226 -0.6226 -0.14
C -1.5350 0.3082 -0.2385 -0.61
C -2.8895 0.8601 -0.5079 -0.08
C 0.2896 -1.6683 1.1585 -0.09
C -0.4374 -1.7749 -0.1320 -0.18
N -1.2429 -0.9333 -0.6365 0.03
O 3.4528 -0.0255 -0.0493 -0.01
O -0.9466 2.6981 0.4709 -0.60
S -0.3581 1.3516 0.3595 0.95
H 4.9477 0.9692 -0.9635 0.08
H -3.5292 0.1224 -0.9822 0.08
H -3.3374 1.1925 0.4284 0.09
H -2.7989 1.7432 -1.1426 0.08
H 0.3574 -2.6395 1.6457 0.08
H 1.3044 -1.3192 0.9608 0.07
H -0.1900 -0.9485 1.8199 0.06
H 3.2993 1.8175 -0.8511 0.08
H -0.2872 -2.6763 -0.7175 0.11
```

(6)
Computed, not measured: 3 unconnected molecules or ions with the total composition C5H9NO2S at a distorted geometry, with wB97M-V/def2-TZVPD.

electronic energy = -799.179917 Eh
ΔE to the lowest compared entry with this formula, charge and spin = 4.868 eV
E_HOMO (spin up / spin down) = -8.1 / -8.1 eV
orbital gap (spin up / spin down) = 5.48 / 5.52 eV
LUMO energy (spin up / spin down) = -0.0947 / -0.0947 Eh
charge = 0

The geometry in XYZ format:
```
18
Properties=species:S:1:pos:R:3:lowdin_charge:R:1
C 1.3081 -0.3659 0.2827 -0.49
C -2.0778 -1.7858 1.2014 -0.51
C 1.7774 0.9582 -0.4103 -0.02
C 2.1285 -0.2883 1.5957 -0.06
C -2.4126 0.7832 -1.8178 -0.55
N 0.3579 -1.1313 0.1557 0.25
O -2.3442 -2.5645 0.4105 0.20
O -1.9953 -0.9843 2.0296 0.18
S -1.0664 -0.2106 -2.4634 0.54
H 1.5162 0.8254 -1.4242 0.03
H 1.2282 1.5876 0.1619 0.05
H 2.8456 0.9946 -0.3582 0.08
H 3.1264 -0.6249 1.3095 0.07
H 2.0822 0.8441 1.9934 0.13
H 1.6691 -1.0159 2.3707 0.10
H -3.2378 0.8090 -2.4597 0.01
H -2.2199 1.8178 -1.6284 0.02
H -2.6856 0.3516 -0.9492 -0.04
```